1.
{
  "formula": "C3H6FIO",
  "method": "ωB97M-V/def2-TZVPD",
  "homo_lumo_gap_ha": 0.346,
  "total_energy_ev": -16071.364,
  "e_lumo_ev": -0.48,
  "multiplicity": 1,
  "e_above_lowest_kcal_mol": 46.3,
  "largest_force_ev_per_a": 4.0,
  "symbols": ["C", "C", "C", "O", "F", "I", "H", "H", "H", "H", "H", "H"],
  "xyz": [[-0.494, 1.192, -0.845], [0.455, -0.051, -0.679], [0.160, -0.796, 0.571], [-1.034, -0.737, 1.047], [1.384, 0.243, 1.837], [0.970, -2.831, 0.979], [-0.467, 1.917, -0.100], [-0.083, 1.513, -1.799], [-1.513, 0.818, -0.880], [0.306, -0.579, -1.573], [1.587, 0.308, -0.552], [-1.270, -0.998, 1.994]],
  "atomic_forces_ev_per_a": [[0.9, -2.4, -1.2], [1.9, 2.8, 2.3], [2.2, -1.1, 2.3], [-1.5, 1.1, 1.3], [-2.0, -1.6, -1.8], [0.0, 1.3, -0.4], [0.6, 1.2, 1.3], [-0.8, 0.9, -0.1], [-0.1, 0.1, -0.5], [0.1, -1.4, -0.9], [-2.5, -1.0, -0.4], [1.3, 0.1, -1.8]],
  "mulliken_charge": [-1.114, -0.304, 0.241, -0.420, -0.587, 0.039, 0.348, 0.342, 0.299, 0.387, 0.338, 0.429]
}


2.
{
  "formula": "C3H6FN",
  "method": "ωB97M-V/def2-TZVPD",
  "homo_lumo_gap_ha": [0.291, 0.371],
  "total_energy_ev": -7408.454,
  "e_lumo_ev": [-0.08, 0.47],
  "multiplicity": 1,
  "e_above_lowest_kcal_mol": 147.8,
  "largest_force_ev_per_a": 3.8,
  "symbols": ["C", "C", "C", "N", "F", "H", "H", "H", "H", "H", "H"],
  "xyz": [[-0.541, 1.701, -0.477], [-1.357, 0.723, -0.586], [0.961, -1.095, 0.121], [-0.385, -1.307, 0.502], [-0.657, -1.201, 1.872], [-0.548, 2.588, -0.976], [0.300, 1.801, 0.124], [-1.857, -0.192, -0.668], [0.985, -0.107, -0.434], [1.714, -1.022, 1.006], [1.384, -1.888, -0.483]],
  "atomic_forces_ev_per_a": [[-0.6, -1.1, 0.3], [0.2, 0.0, 0.0], [2.4, 1.9, 2.2], [-1.7, -0.8, -0.5], [1.2, 0.3, -0.6], [-1.0, 2.5, -2.0], [1.7, -0.8, 1.8], [-0.6, -0.5, 0.0], [0.4, -1.2, 0.5], [-1.4, 0.1, -1.2], [-0.5, -0.3, -0.4]],
  "mulliken_charge": [-0.747, -0.307, -0.442, -0.155, -0.169, 0.292, 0.318, 0.548, 0.101, 0.286, 0.274]
}


3.
{
  "formula": "C3H6FN",
  "method": "ωB97M-V/def2-TZVPD",
  "homo_lumo_gap_ha": 0.369,
  "total_energy_ev": -7413.874,
  "e_lumo_ev": 1.11,
  "multiplicity": 1,
  "e_above_lowest_kcal_mol": 22.8,
  "largest_force_ev_per_a": 4.7,
  "symbols": ["C", "C", "C", "H", "H", "H", "H", "H", "H", "N", "F"],
  "xyz": [[-0.021, -1.143, -0.477], [0.771, 0.214, -0.467], [0.645, 1.268, 0.405], [-1.706, -0.541, -1.661], [-1.667, -2.196, -1.345], [0.537, -1.908, -1.005], [-0.073, -1.602, 0.521], [1.401, 0.554, -1.189], [1.133, 2.225, 0.381], [-1.421, -1.273, -1.034], [0.217, 1.149, 1.642]],
  "atomic_forces_ev_per_a": [[0.1, -0.8, 0.2], [-3.5, 0.8, 3.0], [1.3, -2.6, -0.9], [0.1, -0.1, -0.2], [0.3, 0.0, -0.2], [0.8, 0.3, -0.4], [0.1, 0.8, 0.1], [1.3, 0.2, -2.8], [0.4, 0.2, -1.0], [0.7, 1.6, 1.0], [-1.6, -0.4, 1.2]],
  "mulliken_charge": [-0.434, -0.353, -0.094, 0.202, 0.191, 0.262, 0.249, 0.378, 0.338, -0.508, -0.230]
}